ORCA calculation (the ωB97M-V functional and the def2-TZVPD basis) on 7 unconnected molecules or ions with the total composition C5H20O9 in a non-equilibrium geometry.

XYZ file:
```
34
C5H20O9 (the ωB97M-V functional and the def2-TZVPD basis)
O -2.05 -0.49 3.20
C -1.00 0.07 3.03
O -0.53 1.07 3.55
C 0.14 -0.65 2.17
C -0.22 -1.45 1.04
C -0.88 -0.65 -0.12
C -0.38 -1.20 -1.55
O 0.83 -0.53 -2.06
H 0.99 -0.04 1.95
H 0.57 -1.39 3.05
H 0.57 -2.09 0.61
H -0.92 -2.24 1.33
H -0.39 0.38 0.01
H -1.96 -0.65 -0.09
H -0.03 -2.23 -1.65
H -1.22 -0.97 -2.22
H 0.34 0.29 -2.54
H 0.36 1.44 -3.96
O -0.40 1.30 -3.37
H 1.99 -0.50 -0.86
H 2.23 -0.57 0.78
O 2.67 -0.67 -0.04
H -1.13 3.49 -1.35
H -0.72 2.64 -2.66
O -0.63 3.52 -2.14
H 2.53 -2.37 -0.21
H 1.87 -3.52 -0.95
O 2.20 -3.27 -0.10
H -2.55 0.38 -2.51
H -1.74 0.30 -3.73
O -2.68 -0.09 -3.35
H 1.91 2.00 1.47
H 1.30 2.19 2.88
O 1.84 2.51 2.21
```

Computed properties:
M: 224.21 g/mol
energy above the lowest of the compared OMol25 structures with the same formula, charge and spin: 51.42 kJ/mol
total charge: -2
LUMO level: 5.52 eV

natural (NBO) atomic charge list, values in e, 6 entries: O -0.76; C 0.79; O -0.82; C -0.51; C -0.46; C -0.43

=====

ORCA calculation (the ωB97M-V functional and the def2-TZVPD basis) on 4 unconnected molecules or ions with the total composition C5H21N2O3 in a non-equilibrium geometry.

XYZ file:
```
31
C5H21N2O3 (the ωB97M-V functional and the def2-TZVPD basis)
C 1.01 -1.97 -0.39
C 2.03 -1.01 -0.97
C 1.44 0.16 -1.79
C 1.32 1.47 -0.99
N -0.08 1.90 -0.83
C -0.37 2.47 0.51
N -0.29 -1.28 -0.04
H 1.37 -2.42 0.53
H 0.77 -2.74 -1.12
H 2.54 -0.60 -0.09
H 2.82 -1.50 -1.53
H 0.46 -0.14 -2.20
H 2.04 0.30 -2.69
H 2.10 2.18 -1.27
H 1.66 1.21 0.02
H -0.28 2.64 -1.49
H 0.32 2.09 1.26
H -1.28 1.99 0.88
H -0.31 3.56 0.60
H -1.14 -1.76 -0.38
H -0.32 -0.33 -0.45
H -0.28 -1.21 0.98
H 2.66 -0.43 3.42
H 1.29 -0.43 4.07
O 1.73 -0.66 3.28
H -3.40 -1.06 -0.56
H -3.48 -2.30 -1.39
O -2.88 -1.84 -0.77
H -3.90 1.24 0.77
H -4.12 -0.11 1.38
O -3.44 0.54 1.24
```

Computed properties:
M: 157.23 g/mol
energy above the lowest of the compared OMol25 structures with the same formula, charge and spin: 166.28 kJ/mol
total charge: +1
LUMO level: -2.60 eV

natural (NBO) atomic charge list, values in e, 6 entries: C -0.22; C -0.42; C -0.44; C -0.24; N -0.66; C -0.44

=====

ORCA calculation (the ωB97M-V functional and the def2-TZVPD basis) on 5 unconnected molecules or ions with the total composition C5H21N2O4S.

XYZ file:
```
33
C5H21N2O4S (the ωB97M-V functional and the def2-TZVPD basis)
C 0.92 1.33 -0.05
N 0.03 0.17 0.03
C -0.56 -0.26 -1.27
C -1.53 -1.42 -1.02
S -2.90 -1.42 -2.23
C 0.48 -0.66 -2.31
C 0.17 2.64 -0.28
N -0.80 2.99 0.75
H 1.68 1.22 -0.84
H 1.47 1.40 0.89
H 0.55 -0.63 0.42
H -1.12 0.59 -1.63
H -1.93 -1.37 -0.01
H -0.98 -2.37 -1.08
H 1.14 -1.43 -1.91
H -0.03 -1.08 -3.17
H 1.06 0.20 -2.66
H 0.92 3.44 -0.36
H -0.34 2.62 -1.24
H -1.68 2.54 0.55
H -0.48 2.67 1.66
H 2.42 -0.85 1.96
H 2.91 -0.54 0.55
O 2.95 -1.23 1.23
H 1.70 -2.69 1.24
H 0.30 -3.16 0.75
O 0.81 -2.97 1.54
H -2.21 0.48 0.48
H -3.48 0.62 -0.36
O -3.06 0.95 0.46
H 0.54 -1.38 2.62
H 0.23 0.10 2.41
O 0.84 -0.49 2.88
```

Computed properties:
M: 205.30 g/mol
energy above the lowest of the compared OMol25 structures with the same formula, charge and spin: 14.86 kJ/mol
total charge: -1
LUMO level: 2.88 eV

natural (NBO) atomic charge list, values in e, 6 entries: C -0.24; N -0.69; C -0.09; C -0.54; S -0.70; C -0.64

=====

ORCA calculation (the ωB97M-V functional and the def2-TZVPD basis) on 5 unconnected molecules or ions with the total composition C5H21NO4 in a non-equilibrium geometry.

XYZ file:
```
31
C5H21NO4 (the ωB97M-V functional and the def2-TZVPD basis)
C 1.94 2.53 0.66
C 1.77 1.44 1.76
C 0.65 0.45 1.33
C 1.02 -0.98 1.73
C -0.66 0.91 1.93
N -1.83 0.49 1.15
H 2.25 2.12 -0.29
H 0.98 3.04 0.52
H 2.48 3.36 1.13
H 2.73 0.92 1.77
H 1.50 1.91 2.70
H 0.51 0.47 0.25
H 1.29 -1.03 2.79
H 0.18 -1.63 1.51
H 1.92 -1.26 1.17
H -0.86 0.50 2.93
H -0.64 1.98 2.13
H -1.64 0.51 0.17
H -2.61 1.11 1.24
O -1.45 -3.00 -1.60
H -1.61 -2.06 -1.45
H -1.04 -3.20 -2.42
O 1.22 -2.38 -2.53
H 1.14 -3.19 -2.02
H 2.09 -1.99 -2.60
O -0.88 -0.35 -2.75
H -0.23 -0.89 -2.27
H -0.76 -0.74 -3.62
O -3.29 0.62 -1.56
H -2.51 0.61 -2.14
H -3.67 -0.26 -1.59
```

Computed properties:
M: 159.23 g/mol
energy above the lowest of the compared OMol25 structures with the same formula, charge and spin: 97.06 kJ/mol
LUMO level: 0.10 eV
SMILES string: CC[C@@H](C)CN.O.O.O.O

natural (NBO) atomic charge list, values in e, 6 entries: C -0.61; C -0.39; C -0.22; C -0.60; C -0.21; N -0.84

=====

Q: Look up the LUMO level of the third one.
A: 2.88 eV

=====

Copy entry 2 word for word.
ORCA calculation (the ωB97M-V functional and the def2-TZVPD basis) on 4 unconnected molecules or ions with the total composition C5H21N2O3 in a non-equilibrium geometry.

XYZ file:
```
31
C5H21N2O3 (the ωB97M-V functional and the def2-TZVPD basis)
C 1.01 -1.97 -0.39
C 2.03 -1.01 -0.97
C 1.44 0.16 -1.79
C 1.32 1.47 -0.99
N -0.08 1.90 -0.83
C -0.37 2.47 0.51
N -0.29 -1.28 -0.04
H 1.37 -2.42 0.53
H 0.77 -2.74 -1.12
H 2.54 -0.60 -0.09
H 2.82 -1.50 -1.53
H 0.46 -0.14 -2.20
H 2.04 0.30 -2.69
H 2.10 2.18 -1.27
H 1.66 1.21 0.02
H -0.28 2.64 -1.49
H 0.32 2.09 1.26
H -1.28 1.99 0.88
H -0.31 3.56 0.60
H -1.14 -1.76 -0.38
H -0.32 -0.33 -0.45
H -0.28 -1.21 0.98
H 2.66 -0.43 3.42
H 1.29 -0.43 4.07
O 1.73 -0.66 3.28
H -3.40 -1.06 -0.56
H -3.48 -2.30 -1.39
O -2.88 -1.84 -0.77
H -3.90 1.24 0.77
H -4.12 -0.11 1.38
O -3.44 0.54 1.24
```

Computed properties:
M: 157.23 g/mol
energy above the lowest of the compared OMol25 structures with the same formula, charge and spin: 166.28 kJ/mol
total charge: +1
LUMO level: -2.60 eV

natural (NBO) atomic charge list, values in e, 6 entries: C -0.22; C -0.42; C -0.44; C -0.24; N -0.66; C -0.44